[1]
ORCA calculation (ωB97M-V/def2-TZVPD) on one molecule with the formula C20H22Cl2N2O3 in a non-equilibrium geometry.

ORCA input file:
```
! wB97M-V def2-TZVPD RIJCOSX def2/J DEFGRID3
* xyz 0 1
Cl -0.153 -1.582 4.767
Cl -1.781 -3.218 -1.120
O -0.531 -6.031 1.954
O 1.778 3.473 -0.415
O -2.106 -0.386 -1.027
N 2.807 2.648 -2.164
N -0.671 0.954 0.107
C -0.624 -2.014 3.155
C -1.148 -1.391 0.843
C 0.165 1.119 1.304
C 0.462 1.387 -2.994
C -1.369 -2.738 0.530
C 2.849 1.974 -3.378
C -3.511 -5.268 2.524
C 1.697 1.361 -3.798
C 4.148 1.913 -4.124
C -0.836 -3.354 2.811
C -1.338 -5.160 1.115
C -0.698 0.662 -3.583
C -1.175 -3.705 1.506
C -2.786 -5.665 1.215
C -0.732 2.065 -0.838
C -0.778 -1.003 2.188
C -0.526 0.452 2.519
C 0.457 2.030 -1.745
C 1.686 2.727 -1.383
C -1.346 -0.260 -0.077
H -0.560 -6.946 1.621
H 0.120 0.576 3.404
H -4.409 -5.845 2.588
H -1.026 -5.294 0.055
H -0.554 -0.472 -3.506
H -0.786 3.013 -0.328
H -3.331 -5.209 0.381
H 1.162 0.695 1.143
H 0.244 2.171 1.529
H -0.696 -4.101 3.588
H -2.826 -6.729 1.042
H 1.711 0.803 -4.719
H -2.929 -5.551 3.389
H 3.605 3.264 -1.930
H 4.520 2.925 -4.381
H 4.848 1.391 -3.465
H -1.445 0.960 2.770
H -3.677 -4.197 2.529
H -1.612 0.886 -3.055
H -0.808 0.925 -4.633
H 4.034 1.318 -5.003
H -1.689 2.035 -1.393
*
```

**LUMO energy**: 0.3513 eV
**E_HOMO**: -0.301 Eh

[2]
ORCA calculation (ωB97M-V/def2-TZVPD) on C11H14NPtS2Se2 as an isolated structure.

ORCA input file:
```
! wB97M-V def2-TZVPD RIJCOSX def2/J DEFGRID3
* xyz 1 1
Pt -1.084 0.176 -0.715
Se -3.107 1.350 -0.190
Se 0.044 1.352 1.102
S -1.746 -1.159 -2.521
S 0.991 -2.476 -3.378
N 0.558 -0.756 -1.529
C -2.671 2.282 1.478
C 1.921 -1.017 -1.439
C -0.324 0.200 2.622
C 2.845 -0.451 -0.566
C 3.666 -2.342 -2.493
C 4.573 -1.783 -1.614
C 2.336 -1.950 -2.395
C 4.165 -0.846 -0.662
C -4.448 0.149 0.538
C -1.247 2.777 1.452
C -0.033 -1.446 -2.477
H -0.970 3.246 2.395
H -1.079 3.495 0.649
H -2.853 1.593 2.301
H -1.387 0.002 2.709
H 0.065 0.674 3.520
H 4.898 -0.418 0.008
H 0.203 -0.732 2.434
H -4.801 -0.468 -0.285
H -5.263 0.755 0.923
H -4.012 -0.473 1.314
H 2.538 0.286 0.162
H 5.614 -2.072 -1.669
H 3.981 -3.061 -3.236
H -3.371 3.112 1.563
*
```

**LUMO energy**: -3.2145 eV
**E_HOMO**: -0.411 Eh

The following total energy values (in Ha) correspond, in order, to the records above: -2030.9749; -6200.7081.
The following energy above the lowest of the compared OMol25 structures with the same formula, charge and spin values (in kcal/mol) correspond, in order, to the records above: 0.0; 2.2.